267
Properties=species:S:1:pos:R:3:forces:R:3 method="wB97M-V/def2-TZVPD" relative_energy_kcal_mol=0.0 e_homo_ev=-7.941 charge=0 orbital_gap_ev=8.33 multiplicity=1 e_lumo_ev=0.4
C -0.5991 31.7861 3.4739 0.562 0.043 0.462
C -0.4414 30.6005 2.5426 0.413 0.504 -0.114
O -0.4083 29.3350 3.2462 -0.611 1.216 -0.914
H -1.5117 31.7973 4.0697 -0.070 -0.060 -0.181
H -0.4807 32.7315 2.9445 -0.401 -0.057 -0.377
H 0.2495 31.8325 4.1564 0.008 -0.335 0.335
H 0.4906 30.7570 1.9995 0.385 -0.262 0.097
H -1.1756 30.6578 1.7391 -0.544 -0.508 0.229
H -0.8278 28.7020 2.6589 -0.062 -0.306 0.064
C -0.1440 32.8376 7.3601 -1.611 -0.796 -0.323
C -0.4493 31.3190 7.3467 0.488 0.767 -1.391
O 0.7575 30.6497 7.4196 1.214 0.287 1.862
H 0.3630 33.1925 8.2574 0.376 -0.197 -0.256
H -1.0976 33.3636 7.3150 -0.263 0.128 0.215
H 0.3114 33.0814 6.4002 0.665 0.119 0.376
H -0.8017 31.0393 6.3539 -0.872 0.452 -0.248
H -1.2240 30.9927 8.0407 0.180 0.009 0.570
H 0.7643 29.8445 6.8969 0.022 -0.853 -0.638
C -0.7906 24.7287 3.5785 -0.386 -0.214 0.812
C -0.3911 24.2662 5.0083 0.128 0.831 -0.802
O 0.1117 25.3355 5.8200 -0.042 -0.173 -0.216
H -1.2770 23.8660 3.1232 0.057 0.009 -0.368
H -0.0053 25.1153 2.9289 0.382 -0.344 0.284
H -1.5330 25.5259 3.6173 -0.114 -0.042 0.255
H 0.3724 23.4906 4.9474 0.014 -0.026 0.044
H -1.2673 23.8680 5.5199 -0.091 -0.286 -0.217
H -0.6121 25.5312 6.4196 -0.011 0.323 0.318
C -0.4812 27.5510 8.5987 0.325 -2.072 -0.754
C -1.1292 26.3281 9.2431 0.144 -0.061 0.302
O -2.0763 25.6856 8.3499 0.284 1.070 -0.297
H 0.3209 27.9124 9.2421 -0.599 0.661 0.272
H -1.2322 28.2290 8.1932 0.310 0.405 0.302
H 0.1090 27.1080 7.7965 -0.113 0.452 -0.621
H -1.5685 26.6727 10.1792 -0.508 -0.465 0.083
H -0.3699 25.5718 9.4424 0.177 0.159 0.334
H -2.5377 24.9552 8.7684 0.036 -0.026 0.312
C -4.5791 30.0950 13.1314 0.619 -0.759 -0.078
C -3.2272 30.4902 13.7198 -1.247 -0.544 -0.266
O -3.2837 31.8764 13.8902 0.576 0.797 0.610
H -4.6813 29.0098 13.1401 -0.089 -0.170 -0.295
H -4.6198 30.4701 12.1088 -0.361 -0.032 0.019
H -5.3965 30.4887 13.7356 0.166 0.248 -0.054
H -2.3967 30.2265 13.0650 0.029 -0.211 -0.054
H -3.1207 29.9547 14.6632 0.298 0.412 0.279
H -2.9825 32.2424 13.0554 0.287 0.272 -0.031
C -4.3763 29.5658 9.3925 0.303 -1.267 -0.542
C -4.7034 29.5523 7.8544 -0.751 -0.279 -0.511
C -4.2879 30.9482 7.3421 -0.410 -0.577 -0.894
C -4.3721 31.0853 5.8257 0.144 -0.550 -0.354
C -3.5578 29.9632 5.0984 -1.235 1.855 0.979
C -3.8932 28.5516 5.5871 1.202 -0.556 0.146
N -3.9931 28.5011 7.0642 1.465 2.202 0.528
O -4.2692 27.2150 7.5304 -0.413 0.169 -0.191
C -5.1202 28.0175 4.8765 -0.082 -0.432 0.307
C -2.6505 27.6542 5.2140 -0.690 0.490 0.282
C -6.2220 29.3224 7.6352 -0.200 0.873 1.344
H -3.4119 30.0176 9.6249 0.155 0.052 -0.231
H -4.3443 28.5447 9.7726 0.100 -0.221 -0.073
H -5.1146 30.0294 10.0467 -0.272 0.374 -0.611
H -4.9846 31.6481 7.8035 0.301 0.274 0.256
H -3.2484 31.1259 7.6176 -0.096 0.191 0.320
H -3.9930 32.0448 5.4740 0.357 0.181 0.242
H -5.3957 31.1328 5.4541 -0.306 -0.417 0.205
H -2.5250 30.2885 5.2235 0.205 -0.736 -0.001
H -3.8490 30.1472 4.0643 0.351 -0.737 -0.359
H -4.8532 27.9954 3.8200 -0.606 0.018 -0.172
H -5.3476 27.0064 5.2143 0.235 -0.242 -0.103
H -6.0351 28.5567 5.1220 0.253 0.338 -0.407
H -2.4879 27.6356 4.1363 -0.196 -0.063 -0.109
H -1.7503 28.0811 5.6560 -0.011 0.020 0.133
H -2.7830 26.6383 5.5862 -0.054 -0.077 -0.110
H -6.5329 28.2867 7.4978 0.314 0.034 -0.273
H -6.6425 30.0000 6.8922 0.039 -0.289 -0.324
H -6.6885 29.6310 8.5708 -0.427 0.039 0.016
H -3.3817 26.9659 7.7986 0.188 -0.996 0.404
C -0.6954 36.6400 8.0726 1.160 0.121 0.513
C -2.0133 36.8663 7.3678 -0.138 0.984 0.076
C -1.9483 36.1269 6.0535 -0.059 -1.204 -0.895
C -3.2754 35.8216 5.4108 -1.186 -0.707 0.629
C -4.2046 35.0664 6.4170 0.805 0.547 -1.038
C -4.4124 35.8101 7.7521 0.383 -0.505 -1.346
N -3.0919 36.2896 8.2254 0.070 -1.315 -0.798
O -3.1875 36.9186 9.4766 -0.144 0.547 -0.144
C -5.4306 36.9124 7.4268 -0.499 1.204 1.140
C -4.9891 34.7346 8.7085 -0.520 1.452 0.723
C -2.1581 38.3656 7.0871 -0.550 0.536 1.157
H 0.1752 36.9395 7.4891 -0.199 -0.141 -0.786
H -0.5465 35.5872 8.3127 -0.133 -0.001 0.212
H -0.5014 37.2703 8.9404 -0.725 -0.181 0.450
H -1.3722 36.6038 5.2605 0.509 0.560 0.563
H -1.4363 35.1884 6.2663 -0.042 -0.249 -0.194
H -3.2002 35.2439 4.4896 0.507 -0.524 0.128
H -3.7657 36.6987 4.9887 -0.141 0.482 0.586
H -3.8284 34.0685 6.6423 0.367 -0.054 -0.183
H -5.1442 34.9330 5.8809 -0.357 -0.086 0.433
H -5.1537 37.6001 6.6278 0.417 -0.408 -0.274
H -6.4518 36.5957 7.2147 0.145 -0.640 -0.187
H -5.5843 37.5986 8.2597 0.248 -0.062 0.439
H -4.4096 33.8564 8.9933 0.416 -0.003 -0.935
H -5.1755 35.1866 9.6827 -0.371 0.271 0.084
H -5.9581 34.4685 8.2862 0.007 -0.371 0.148
H -1.2157 38.9116 7.0447 0.241 -0.383 -0.690
H -2.5761 38.8202 7.9853 -0.511 0.049 0.001
H -2.8062 38.5824 6.2380 0.115 0.079 -0.004
H -3.0287 36.2084 10.1026 0.167 -0.056 0.157
C -8.5654 24.7039 0.0131 0.905 -0.016 -0.031
C -7.3675 24.5373 1.0002 -1.206 -0.715 1.427
C -7.3044 22.9799 1.4396 0.589 0.992 -0.428
C -5.9368 22.5001 1.9246 1.310 1.232 -0.247
C -4.7483 23.0418 1.0559 -1.698 -0.294 -0.361
C -4.8013 24.6029 0.7514 0.515 -2.259 1.451
N -6.1588 24.9899 0.2391 1.094 -3.330 0.811
O -6.1962 26.3307 -0.0397 -0.227 1.534 -0.004
C -4.3566 25.3109 2.0838 -0.470 1.530 -0.324
C -3.6975 24.7698 -0.3313 -1.136 1.743 0.714
C -7.6190 25.4105 2.3050 0.319 -0.429 -1.537
H -8.8668 25.7509 -0.0173 -0.222 -0.043 -0.036
H -9.4210 24.0446 0.1595 0.006 0.161 0.642
H -8.1874 24.4133 -0.9671 0.042 0.132 -0.194
H -7.9709 22.7564 2.2727 -0.434 0.663 0.024
H -7.7249 22.3893 0.6257 0.475 -0.140 -0.301
H -5.9098 21.4242 2.0970 0.046 -0.120 -0.451
H -5.7043 22.9033 2.9103 -0.505 0.187 0.319
H -4.7585 22.4913 0.1152 -0.092 0.151 -0.335
H -3.7882 22.7790 1.5000 0.028 0.324 0.251
H -3.2883 25.5248 2.1159 0.064 -0.471 -0.005
H -4.7837 26.3080 2.1911 -0.124 0.391 -0.752
H -4.7034 24.9728 3.0603 0.206 -1.211 -0.244
H -3.8192 25.8269 -0.5677 0.431 0.144 -0.698
H -2.7010 24.6960 0.1042 -0.113 -0.409 -0.029
H -3.8353 24.1489 -1.2165 -0.055 -0.009 0.205
H -7.6295 26.4352 1.9337 0.392 0.180 0.467
H -6.8375 25.1865 3.0310 -0.056 0.415 0.053
H -8.5919 25.2720 2.7765 -0.056 -0.494 -0.213
H -6.3979 26.3557 -0.9779 -0.023 0.172 -0.161
C -8.4558 26.0719 7.9571 0.112 -0.487 1.918
C -8.1201 24.5347 7.8813 -0.161 0.716 -1.780
C -9.1027 24.0168 6.7970 -1.539 -0.711 0.472
C -8.7676 22.7486 6.0455 0.957 1.643 -0.703
C -7.3592 22.9676 5.4788 0.355 -2.032 0.697
C -6.2848 23.3063 6.5685 0.713 -0.486 -0.818
N -6.7357 24.4589 7.3564 -1.728 -0.937 -1.983
O -5.7577 24.9132 8.1939 0.501 -0.038 1.519
C -6.0213 21.9292 7.3582 -0.599 0.963 0.308
C -5.0320 23.8391 5.7995 -0.070 -0.385 -0.250
C -8.3277 23.7391 9.1545 0.258 0.151 1.224
H -8.4634 26.6577 7.0380 0.313 -0.593 -0.259
H -7.7846 26.5432 8.6751 0.392 0.113 -0.142
H -9.4182 26.2484 8.4376 -0.381 -0.317 -0.136
H -10.0121 23.6759 7.2918 -0.320 0.762 0.659
H -9.4558 24.8051 6.1322 0.518 0.097 -0.194
H -9.4318 22.6234 5.1903 -0.263 0.028 0.073
H -8.9373 21.8867 6.6907 0.619 -0.158 -0.079
H -7.3107 23.5891 4.5846 -0.307 0.573 0.404
H -7.1357 21.9709 5.0983 0.808 -0.128 -0.234
H -5.6504 21.9886 8.3814 0.222 0.761 0.020
H -7.0129 21.4989 7.4987 0.086 -0.376 -0.186
H -5.3625 21.1960 6.8929 -0.147 0.257 -0.598
H -4.1780 24.0760 6.4341 -0.131 -0.007 0.133
H -4.6703 23.1988 4.9950 -0.060 -0.760 0.275
H -5.2897 24.7220 5.2144 -0.288 0.413 0.461
H -8.2331 22.6559 9.0787 0.036 -0.032 -0.683
H -9.3002 23.8929 9.6222 -0.128 0.310 -0.154
H -7.5766 23.9948 9.9020 0.079 0.293 0.056
H -5.4826 25.7474 7.8067 0.277 0.490 -0.018
C -3.8091 29.2909 -1.3919 0.860 0.871 -0.952
C -3.9778 29.6960 0.0394 -1.773 -0.372 0.325
C -5.3420 30.4097 0.2442 1.183 0.275 -0.802
O -5.5190 30.8164 1.5791 0.019 0.790 -0.328
C -4.7323 31.9334 2.0220 0.041 -0.726 0.479
N -3.9580 28.5175 0.8644 -0.109 -0.800 0.842
H -2.8638 28.7513 -1.4498 -0.034 -0.006 -0.397
H -3.7698 30.2054 -1.9837 0.526 0.137 -0.188
H -4.5733 28.7400 -1.9401 -0.383 -0.461 0.846
H -3.1238 30.2753 0.3905 -0.103 0.576 -0.398
H -6.1507 29.7454 -0.0603 -0.033 -0.439 0.535
H -5.4482 31.2154 -0.4823 0.154 0.724 0.194
H -4.5873 32.7885 1.3617 -0.811 -0.080 -0.483
H -3.7082 31.6376 2.2497 0.126 -0.338 0.240
H -5.2378 32.2180 2.9448 0.274 0.401 -0.003
H -4.2635 28.7906 1.7875 0.396 0.305 0.646
H -4.7689 27.9690 0.6160 -0.082 -0.744 -0.548
C -7.8445 32.6050 6.6133 -1.465 0.475 0.533
C -9.1627 31.8094 6.2795 -0.145 0.561 1.532
C -10.3296 32.2111 7.2778 0.836 0.079 -0.285
O -11.4428 31.3349 7.2764 -0.205 -0.796 -0.072
C -12.5997 31.8037 8.0096 1.823 0.423 -0.659
N -9.4859 32.0538 4.9018 -0.692 0.177 -0.185
H -8.1367 33.6403 6.7884 -0.042 0.421 -0.707
H -7.1234 32.5527 5.7976 -0.062 -0.045 0.111
H -7.3902 32.4254 7.5877 0.135 -0.963 -0.069
H -8.9634 30.7598 6.4956 -0.023 -0.450 0.021
H -10.7046 33.2191 7.1005 0.212 0.351 -0.399
H -9.8334 32.2367 8.2480 -0.144 -0.139 0.516
H -12.3368 31.9524 9.0569 -0.079 -0.173 0.246
H -13.4150 31.0877 7.9060 0.201 0.152 -0.164
H -12.8019 32.7906 7.5932 -0.722 0.069 0.046
H -8.8514 31.4907 4.3535 0.601 0.115 -0.388
H -10.3650 31.6064 4.6850 -0.591 0.135 0.175
C -7.5481 27.9026 11.3511 0.089 0.328 -0.462
C -7.7542 28.4964 12.7183 -0.374 1.360 0.830
C -9.0613 29.3157 12.8402 -0.004 -0.867 -0.228
O -9.0860 30.4228 11.9229 -0.048 -0.875 0.754
C -10.2978 31.1209 12.0376 -0.733 0.252 -0.080
N -7.5948 27.3884 13.6733 -1.152 -0.421 -0.105
H -6.6192 27.3362 11.4179 0.023 0.037 -0.547
H -7.5596 28.6554 10.5629 0.558 0.211 0.129
H -8.3506 27.2507 11.0061 -0.194 -0.391 0.563
H -7.0108 29.2524 12.9713 0.478 -0.280 -0.395
H -9.2402 29.6027 13.8764 0.419 0.683 0.242
H -9.8836 28.6156 12.6923 -0.514 -0.055 -0.723
H -11.1783 30.5185 11.8144 0.002 -0.561 -0.131
H -10.3625 31.9481 11.3308 0.552 0.036 0.026
H -10.4791 31.4992 13.0437 0.290 0.195 0.238
H -8.3742 26.7819 13.4614 0.005 -0.907 -0.674
H -7.8737 27.5338 14.6331 0.529 1.212 0.470
C -8.8819 28.2108 4.0548 0.646 -0.057 -0.809
C -8.2331 29.0857 2.9792 0.926 0.564 0.356
C -9.2155 29.6023 1.9587 -0.331 -0.008 -0.535
O -9.7145 28.5737 1.0869 1.231 0.234 0.510
C -10.5329 29.0243 0.0518 -1.303 -0.088 -0.094
N -7.6146 30.2971 3.6194 -0.226 -0.452 0.149
H -9.7124 28.7268 4.5364 0.164 0.020 0.225
H -8.0750 27.9261 4.7301 -0.307 0.026 0.475
H -9.2367 27.2815 3.6092 -0.179 0.116 -0.029
H -7.4142 28.5622 2.4857 -0.147 -0.495 -0.215
H -8.7583 30.4009 1.3745 0.184 0.068 -0.203
H -10.0109 30.0660 2.5421 -0.543 0.062 -0.148
H -10.9668 28.1507 -0.4346 -0.191 -0.161 0.347
H -10.1609 29.5880 -0.8038 1.196 0.323 0.292
H -11.3226 29.6463 0.4732 -0.391 -0.005 -0.030
H -6.8844 30.7078 3.0553 -0.251 -0.108 -0.811
H -7.0722 30.0176 4.4242 -0.295 -0.345 0.424
C 2.4895 27.7255 3.8373 0.202 -0.485 -1.682
C 2.4846 28.5632 5.0647 0.972 1.842 -0.290
C 3.1328 29.9885 4.8469 -1.194 -0.506 0.557
O 4.5116 30.0142 4.8294 1.774 -0.972 0.063
C 5.2208 29.8227 6.0724 0.301 1.018 -1.545
N 1.1150 28.6308 5.5455 0.292 -0.137 1.102
H 2.2513 26.6872 4.0682 0.612 -0.243 0.089
H 3.3800 27.8689 3.2253 0.466 -0.558 0.309
H 1.7042 27.9595 3.1186 -0.347 0.635 0.256
H 3.1517 28.1078 5.7966 -0.313 -0.207 0.369
H 2.8440 30.6805 5.6381 -0.792 -0.028 0.163
H 2.8350 30.3886 3.8777 -0.236 0.076 -0.073
H 5.2894 28.7940 6.4262 -0.562 0.050 0.180
H 4.9046 30.5848 6.7845 -0.386 -0.428 0.456
H 6.2322 30.1183 5.7935 0.151 -0.148 0.118
H 0.9110 27.6442 5.6166 -0.825 -0.279 0.373
H 0.5212 28.9669 4.8009 -0.020 0.045 -0.219
C 0.6567 32.2018 13.7362 0.629 -0.140 1.894
C 0.7143 31.3397 12.5385 -1.604 1.615 -0.521
C -0.0157 32.1080 11.3552 -0.025 -1.535 0.055
O -1.4481 32.1524 11.5077 0.244 0.447 0.339
C -2.1221 32.8805 10.4834 0.502 -0.748 -0.594
N 2.1413 31.1648 12.2816 -0.968 -0.891 -1.081
H 1.2869 33.0612 13.5072 -0.513 0.594 0.299
H 1.2193 31.6664 14.5009 0.169 -0.003 0.219
H -0.2974 32.3892 14.2288 -0.191 0.445 -0.685
H 0.1925 30.4082 12.7582 0.262 -0.288 -0.399
H 0.2146 31.5699 10.4357 -0.032 -0.136 -0.374
H 0.4349 33.0946 11.2471 -0.169 0.405 0.226
H -2.1688 32.2975 9.5636 0.314 -0.241 -0.250
H -1.5902 33.7955 10.2230 -0.188 0.356 0.234
H -3.1810 33.0267 10.6969 0.194 0.280 0.743
H 2.4754 32.0413 11.9071 0.311 0.430 0.129
H 2.1004 30.5834 11.4567 0.848 -0.529 -0.352